90
Properties=species:S:1:pos:R:3 method="wB97M-V/def2-TZVPD" multiplicity=5 energy_ev=-55139.0438 charge=+1 relative_energy_kj_mol=15.1 homo_lumo_gap_ev="7.839 / 5.593"
Pd 0.09916 -0.36011 -0.33532
O 0.49711 -0.69336 -4.50353
C 0.53118 -0.74281 -3.29799
N -0.24201 -0.05577 -2.39387
C -1.17459 0.87990 -2.77458
O -1.44757 1.25434 -3.88839
C -1.93410 1.46428 -1.58863
C -2.99651 2.31983 -1.82928
C -3.68930 2.84423 -0.75237
C -3.29495 2.50823 0.53315
C -2.21941 1.65317 0.69297
N -1.55672 1.14200 -0.34410
C 1.53980 -1.67554 -2.62879
C 2.39225 -2.41974 -3.42689
C 3.31509 -3.25595 -2.82016
C 3.35636 -3.32424 -1.43569
C 2.46699 -2.55376 -0.70798
N 1.58014 -1.75181 -1.29280
H -3.24845 2.54931 -2.85465
H -4.52700 3.50995 -0.91166
H -3.80835 2.89969 1.40013
H -1.86110 1.36864 1.67517
H 2.30825 -2.32020 -4.49971
H 3.99456 -3.84786 -3.41847
H 4.06339 -3.96139 -0.92421
H 2.45291 -2.57589 0.37558
C 2.28183 2.34320 -2.65799
C 2.65432 1.59404 -1.37848
C 4.06136 0.99800 -1.45709
C 2.50413 2.45218 -0.14108
C 3.11243 3.69762 -0.12225
C 3.08154 4.50125 1.00526
C 2.39548 4.07643 2.13316
C 1.76823 2.84395 2.17619
C 0.89968 2.52582 3.38110
C -0.22759 3.55562 3.51630
C 1.70440 2.42988 4.67740
C 1.86391 1.99439 1.03969
N 1.34434 0.70828 1.07263
C 1.54712 -0.06067 2.17960
C 0.80120 -1.17076 2.40353
N -0.22796 -1.53273 1.54097
C -1.07591 -2.49578 1.92580
C -1.68687 -3.33285 0.91105
C -2.16764 -4.56635 1.29046
C -2.16616 -4.97247 2.62117
C -1.81532 -4.06149 3.61742
C -1.34660 -2.80397 3.32176
C -1.38659 -1.78320 4.46569
C -1.81394 -0.38553 4.02012
C -0.18808 -1.74575 5.42280
C -1.80705 -2.92697 -0.53991
C -3.25660 -2.54007 -0.84709
C -1.27956 -3.97847 -1.51524
H 2.27997 1.65649 -3.50603
H 2.99019 3.14045 -2.88649
H 1.28697 2.78502 -2.58361
H 1.96240 0.76300 -1.29147
H 4.81666 1.78129 -1.54400
H 4.14688 0.34937 -2.33145
H 4.29093 0.40749 -0.56760
H 3.63607 4.03860 -1.00508
H 3.57644 5.46304 1.00088
H 2.33219 4.73143 2.99259
H 0.41817 1.56310 3.21444
H 0.16044 4.54529 3.75820
H -0.90796 3.26272 4.31809
H -0.79764 3.63923 2.58933
H 2.18298 3.38169 4.91290
H 2.49067 1.67582 4.61506
H 1.05061 2.17344 5.51240
H 2.33865 0.21816 2.86671
H 1.03728 -1.83960 3.21831
H -2.55306 -5.23582 0.53378
H -2.52219 -5.95749 2.88948
H -1.99117 -4.32272 4.65433
H -2.21231 -2.16015 5.07518
H -1.02133 0.13068 3.47999
H -2.06318 0.21576 4.89536
H -2.69593 -0.43099 3.37843
H 0.65744 -1.17883 5.03710
H 0.15051 -2.75172 5.67359
H -0.49358 -1.25848 6.34951
H -1.20474 -2.03942 -0.70412
H -3.92410 -3.39419 -0.72053
H -3.33884 -2.19325 -1.87803
H -3.59984 -1.74032 -0.18780
H -1.88850 -4.88296 -1.51344
H -0.25130 -4.25672 -1.27770
H -1.29862 -3.57603 -2.52923

=====

90
Properties=species:S:1:pos:R:3 method="wB97M-V/def2-TZVPD" multiplicity=3 energy_ev=-59025.8067 charge=+2 relative_energy_kj_mol=26.5 homo_lumo_gap_ev="7.394 / 6.570"
Re -0.28778 -1.35527 0.15569
C 0.44377 -3.99878 3.40418
C 0.87887 -2.52963 3.42979
C 2.22551 -2.28410 2.78893
C 3.31868 -2.04206 3.60584
C 4.58138 -1.84419 3.06649
C 4.74868 -1.88248 1.69619
C 3.67836 -2.12203 0.83535
C 3.95382 -2.12125 -0.65777
C 4.73193 -3.35825 -1.12854
C 2.41788 -2.33677 1.40079
N 1.29844 -2.61959 0.52044
C 1.40902 -3.58180 -0.37802
C 0.47446 -3.63418 -1.40521
C 0.25542 -4.44217 -2.52452
C -0.82813 -3.88903 -3.20757
C -1.23654 -2.76555 -2.49051
N -0.45753 -2.60565 -1.40347
H -0.50988 -4.14852 3.92095
H 1.18435 -4.61656 3.91213
H 0.35557 -4.37575 2.38056
H 0.91795 -2.18291 4.46275
H 0.13646 -1.90330 2.93207
H 3.17718 -2.01163 4.68187
H 5.42838 -1.65048 3.71401
H 5.73426 -1.72096 1.26828
H 4.55388 -1.23779 -0.88122
H 3.03408 -2.01133 -1.23107
H 5.73412 -3.37344 -0.69604
H 4.83559 -3.36086 -2.21555
H 4.24223 -4.28999 -0.83099
H 2.22643 -4.29292 -0.30774
H 0.83267 -5.31458 -2.80547
H -1.27502 -4.25113 -4.12248
H -2.06010 -2.10061 -2.70740
N -2.15157 -3.84974 0.50212
N -1.78887 -2.64891 1.20695
H -2.82211 -4.36295 1.06348
H -1.31903 -4.41257 0.38708
H -1.49479 -2.85561 2.15539
H -2.64818 -2.11809 1.28096
C -6.43410 5.17500 -0.75576
C -5.36667 4.11344 -0.72811
C -4.56265 3.87442 -1.83572
C -3.56932 2.90197 -1.85285
C -2.80454 2.67396 -3.13716
C -3.39145 2.19272 -0.66151
Te -1.73814 0.91665 -0.38084
N -0.41934 1.54278 -1.69915
C 0.71238 0.89152 -1.59784
O 0.98805 -0.11835 -0.78844
C 1.84332 1.34159 -2.43751
C 1.61405 1.94675 -3.67169
C 2.68778 2.39422 -4.42283
C 3.98374 2.25518 -3.93591
C 4.21043 1.65155 -2.70532
C 3.14124 1.18537 -1.95729
C -0.79767 1.64228 1.34854
C -0.59188 0.64595 2.30735
C 0.20258 0.89669 3.41769
C 0.78222 2.14950 3.54703
C 0.54925 3.13715 2.59556
C -0.24734 2.92007 1.47048
C -0.52364 4.04948 0.50580
C -4.22469 2.32899 0.46389
C -4.13244 1.48411 1.71736
C -5.19944 3.31048 0.40038
H -6.32853 5.82935 -1.61978
H -6.39892 5.78409 0.14891
H -7.42494 4.71535 -0.79834
H -4.72277 4.45221 -2.74193
H -3.44193 2.92580 -3.98287
H -2.48486 1.64206 -3.25483
H -1.91426 3.30015 -3.18577
H 0.59983 2.04516 -4.04064
H 2.51727 2.85425 -5.38914
H 4.82105 2.61908 -4.51928
H 5.22149 1.54406 -2.33124
H 3.30086 0.71534 -0.99359
H -1.11385 -0.30924 2.23105
H 0.35251 0.13346 4.17210
H 1.41560 2.36518 4.39944
H 1.00032 4.11542 2.72445
H 0.17619 4.86795 0.66374
H -1.53239 4.44027 0.66861
H -0.45081 3.73568 -0.53446
H -3.77757 0.46806 1.51501
H -5.11835 1.37656 2.16460
H -3.47823 1.93427 2.46527
H -5.85929 3.44546 1.25381

=====

89
Properties=species:S:1:pos:R:3 method="wB97M-V/def2-TZVPD" multiplicity=1 energy_ev=-60448.2633 charge=+1 relative_energy_kj_mol=0.0 homo_lumo_gap_ev=5.259
C -1.23614 -4.45665 -4.22530
N -1.11075 -3.57210 -3.08736
C -1.31621 -4.04944 -1.81363
O -1.61463 -5.20344 -1.51729
C -1.09091 -2.86506 -0.87335
C -0.31402 -3.22670 0.42674
C -1.16593 -4.04661 1.32617
C -2.32620 -3.62652 1.96869
N -2.96144 -4.72664 2.50915
C -2.21708 -5.87322 2.24802
C -2.57646 -7.21072 2.36309
C -1.72512 -8.16739 1.78912
C -0.53168 -7.78216 1.14800
C -0.19522 -6.43401 1.00043
C -1.05519 -5.47270 1.52332
N -0.42024 -1.90062 -1.74862
C -0.16331 -0.64455 -1.34708
C 0.74095 0.19257 -1.98851
C 0.97436 1.52989 -1.68061
C 1.97262 2.28430 -2.39831
C 2.71659 3.31644 -1.77398
C 3.99330 3.62776 -2.23140
C 4.48594 3.02810 -3.40035
C 3.63387 2.23553 -4.18408
C 2.37348 1.89181 -3.71106
C -0.22432 -2.41084 -3.11709
C 1.23023 -2.87273 -3.34685
C -0.66483 -1.45196 -4.22872
H -1.90181 -5.27839 -3.95090
H -1.64914 -3.90713 -5.07600
H -0.25993 -4.86075 -4.52583
H -2.08865 -2.46435 -0.58733
H 0.60487 -3.78569 0.17248
H -0.02259 -2.28516 0.92859
H -2.72034 -2.61860 2.02535
H -3.83517 -4.69880 3.02489
H -3.50190 -7.47469 2.87435
H -1.99312 -9.22519 1.83362
H 0.12642 -8.55332 0.73986
H 0.70424 -6.10799 0.47709
H -0.64375 -0.32232 -0.42079
H 1.36267 -0.26349 -2.77499
H 0.47499 1.96901 -0.81400
H 2.28207 3.80097 -0.88968
H 4.61798 4.31567 -1.66165
H 5.50842 3.21831 -3.72747
H 3.96525 1.86733 -5.15711
H 1.68581 1.28801 -4.32093
H 1.45108 -3.75869 -2.73265
H 1.36621 -3.12946 -4.40654
H 1.95222 -2.09184 -3.09286
H -1.75471 -1.32973 -4.19921
H -0.18918 -0.47513 -4.13419
H -0.38025 -1.87210 -5.20019
C -3.52941 4.71182 1.02314
C -2.48543 3.70633 0.51645
C -2.97913 2.28190 0.78350
C -2.27661 3.96964 -0.97672
C -1.16304 3.91804 1.28629
C -1.39863 3.90227 2.78321
C -0.13914 4.18799 3.54841
N 0.97992 3.51942 2.88695
C 2.24546 3.49946 3.47241
C 3.11890 2.65240 2.79165
C 4.40099 2.45269 3.29725
C 4.76844 3.06457 4.49913
C 3.87742 3.91457 5.17824
C 2.59954 4.15054 4.65112
S 2.33311 1.91422 1.40904
C 0.86188 2.84654 1.69838
N -0.14485 2.93140 0.88569
H -3.08962 5.71676 1.07369
H -4.39447 4.75518 0.34825
H -3.89343 4.43628 2.01993
H -2.17864 1.55910 0.58279
H -3.28351 2.16367 1.83357
H -3.84131 2.04740 0.14366
H -1.44461 3.39228 -1.38421
H -3.19262 3.70313 -1.51955
H -2.08334 5.03444 -1.14703
H -0.82155 4.93904 1.01757
H -2.13303 4.66057 3.06033
H -1.81606 2.93209 3.08407
H 0.07688 5.26621 3.60550
H -0.23439 3.80996 4.57446
H 5.08044 1.80807 2.74793
H 5.74962 2.88024 4.93219
H 4.16836 4.38790 6.11312
H 1.88852 4.81507 5.14657

=====

86
Properties=species:S:1:pos:R:3 method="wB97M-V/def2-TZVPD" multiplicity=1 energy_ev=-62008.4498 charge=+2 relative_energy_kj_mol=62.5 homo_lumo_gap_ev=6.517
Zr 1.00389 -0.14202 -0.36127
C 5.67939 2.98920 2.07158
C 4.66244 3.43851 2.84203
C 4.35095 4.89361 3.04696
C 4.49846 5.81254 1.79940
C 4.16118 5.20380 0.45827
C 5.04321 4.60582 -0.36842
C 6.45622 4.27711 -0.02240
C 6.71494 3.87314 1.45217
C -0.82010 -0.09004 -1.64320
H 5.84088 1.91582 1.93721
H 4.11183 2.73787 3.46946
H 5.01391 5.29443 3.82835
H 3.32811 5.00867 3.42947
H 3.79354 6.66164 1.93395
H 5.51673 6.23295 1.77785
H 3.14436 5.43178 0.12438
H 4.81366 4.53340 -1.43649
H 7.07598 5.15834 -0.25997
H 6.81258 3.47052 -0.67083
H 7.66975 3.31604 1.47103
H 6.85765 4.79084 2.04720
H -0.87861 -1.15164 -1.96688
H -0.92152 0.56238 -2.51998
H -1.71454 0.04645 -0.99958
P 1.44430 0.93751 1.94094
P 0.76485 2.33011 -1.02040
C 1.87922 2.62544 1.49802
C 1.53906 3.22954 0.32158
C 0.60321 1.01571 3.54711
C 1.09014 1.90219 4.52558
C 0.51643 1.92388 5.80146
C -0.56243 1.08506 6.09871
C -1.07244 0.22776 5.10831
C -0.51469 0.20935 3.82501
C 2.99097 -0.09226 2.26459
C 3.82650 -0.38774 1.17617
C 4.82381 -1.36247 1.29816
C 5.00618 -2.04007 2.50126
C 4.18010 -1.74767 3.59209
C 3.16692 -0.79646 3.47318
C -0.54931 3.39573 -1.62758
C -1.69621 3.53252 -0.81914
C -2.75227 4.32081 -1.27690
C -2.66852 4.94753 -2.53099
C -1.53317 4.77769 -3.33737
C -0.46760 3.98542 -2.90069
C 1.98457 1.99646 -2.39638
C 1.83020 1.03311 -3.41387
C 2.87082 0.84617 -4.33657
C 4.02678 1.62556 -4.26827
C 4.15787 2.59554 -3.26622
C 3.13691 2.78354 -2.34424
H 2.51599 3.12929 2.23108
H 1.66263 4.30513 0.14374
H 1.91439 2.57550 4.28114
H 0.92328 2.59028 6.55234
H -1.00494 1.10008 7.09200
H -1.90802 -0.42914 5.34646
H -0.92609 -0.41617 3.02526
H 3.73915 0.15719 0.22648
H 5.46552 -1.58209 0.43922
H 5.79914 -2.78821 2.59316
H 4.34046 -2.27489 4.53488
H 2.49712 -0.60754 4.30981
H -1.73134 3.00675 0.14240
H -3.63525 4.44947 -0.64934
H -3.49486 5.56908 -2.87465
H -1.46873 5.26771 -4.30941
H 0.42039 3.80706 -3.51924
H 0.91341 0.44313 -3.50074
H 2.77129 0.09140 -5.11868
H 4.82830 1.49336 -5.00395
H 5.05194 3.21853 -3.21624
H 3.22315 3.50358 -1.53705
C -0.40448 -3.16886 2.05212
C -0.82401 -2.55071 0.73299
C -2.31669 -2.69398 0.47944
O -0.30007 -1.22676 0.64649
H -1.02094 -2.78363 2.88055
H 0.64959 -2.94429 2.27292
H -0.53773 -4.26115 1.98880
H -0.36755 -3.14147 -0.07520
H -2.95001 -2.28099 1.27692
H -2.62510 -2.27106 -0.48920
H -2.53445 -3.77202 0.43802

=====

94
Properties=species:S:1:pos:R:3 method="wB97M-V/def2-TZVPD" multiplicity=1 energy_ev=-76834.8983 charge=+1 relative_energy_kj_mol=278.3 homo_lumo_gap_ev=6.103
Ba 1.17543 0.22588 -0.98490
C 1.03879 1.03261 1.39689
C 1.99748 2.04529 0.71198
C 3.41096 1.42185 0.34297
Sb 3.67832 -0.25493 1.76450
C 5.76608 -0.40227 1.28808
C 6.38288 0.30985 0.26070
C 7.74100 0.16064 0.00283
C 8.50274 -0.69734 0.78112
C 7.90424 -1.41234 1.80938
C 6.54600 -1.26886 2.05467
C 3.83821 1.08037 3.41226
C 3.27795 0.66707 4.61841
C 3.36186 1.46934 5.74950
C 4.00704 2.69426 5.68246
C 4.57448 3.11303 4.48652
C 4.49374 2.30739 3.35922
Sb -1.13602 3.43248 -0.34860
C 0.19451 4.90067 -1.14739
C 1.01454 4.43641 -2.17961
C 2.01660 5.23226 -2.70838
C 2.21506 6.51128 -2.20393
C 1.39333 6.99159 -1.19730
C 0.38795 6.19048 -0.66975
C -1.04428 3.81472 1.71503
C -1.96711 3.15946 2.52831
C -1.92961 3.31950 3.90406
C -0.95624 4.12445 4.48011
C -0.02674 4.77086 3.67971
C -0.07383 4.62423 2.29990
H 0.90005 1.26338 2.44926
H 0.02286 0.82001 1.00826
H 2.18784 2.86379 1.40465
H 1.63791 2.58502 -0.19442
H 4.15838 2.17069 0.59793
H 3.54847 1.27088 -0.74414
H 5.80719 0.99588 -0.35136
H 8.20619 0.72180 -0.79801
H 9.56188 -0.80819 0.58873
H 8.49679 -2.08158 2.42012
H 6.09154 -1.84204 2.85750
H 2.75944 -0.28367 4.67852
H 2.92364 1.13628 6.68158
H 4.07616 3.31984 6.56289
H 5.09085 4.06312 4.43419
H 4.97230 2.64331 2.44659
H 0.83458 3.45451 -2.61503
H 2.63044 4.86643 -3.52169
H 2.99810 7.13988 -2.60660
H 1.52931 7.99768 -0.82292
H -0.26758 6.59464 0.09224
H -2.72440 2.51654 2.09109
H -2.65604 2.81487 4.52735
H -0.92234 4.24678 5.55471
H 0.73636 5.39306 4.12907
H 0.66831 5.12278 1.68992
N -4.03083 -1.16077 -3.73381
C -3.86906 0.13556 -3.29593
C -3.03264 1.02281 -3.98074
C -2.94924 2.34987 -3.59106
C -3.69224 2.80447 -2.51281
C -4.51465 1.92807 -1.81266
C -4.59810 0.60502 -2.19424
S -3.56542 4.48806 -1.99061
O -4.87374 5.02298 -1.81070
O -2.61533 5.12756 -2.85484
O -2.93316 4.34337 -0.57233
H -4.47563 -1.82777 -3.12973
H -3.38731 -1.53511 -4.40697
H -2.48746 0.67964 -4.85260
H -2.32432 3.04842 -4.13264
H -5.10511 2.29482 -0.98218
H -5.26422 -0.06902 -1.66894
C 3.73422 -3.24458 -1.07438
N 2.53369 -4.04806 -1.23487
C 2.47679 -4.78742 -2.49488
C 1.37639 -3.58652 -0.66858
N 1.32175 -2.33584 -0.25433
N 0.35881 -4.46878 -0.50067
C -1.00214 -3.97540 -0.35475
C 0.53249 -5.91441 -0.57076
H 3.75842 -2.38300 -1.75723
H 4.59994 -3.86557 -1.29905
H 3.81074 -2.88101 -0.05374
H 2.88894 -4.17209 -3.29901
H 1.45141 -5.03496 -2.75291
H 3.05740 -5.70887 -2.43949
H 0.49406 -2.27061 0.34245
H -1.27508 -3.33430 -1.19666
H -1.15524 -3.42998 0.57935
H -1.67807 -4.82608 -0.33763
H 0.13531 -6.33328 -1.49775
H 1.58578 -6.16155 -0.48642
H 0.00775 -6.37199 0.26773

=====

What is the multiplicity in the first record? 5

=====

Look up the multiplicity of the fourth one. 1